Entry 1:
This record from OMol25 describes FHO in the gas phase. The level of theory is wB97M-V/def2-TZVPD.

Values from the calculation:
LUMO level = 0.741 eV
Gap between HOMO and LUMO = 12.626 eV
2S+1 = 1
Structure (SMILES) = OF
Relative energy (zero: lowest compared OMol25 entry of this formula, charge and spin) = 0.00 kcal per mole
E_tot = -4777.494 eV
E_HOMO = -0.437 Eh

Geometry as XYZ:
```
3
FHO (wB97M-V/def2-TZVPD)
O -0.17011 -0.51415 -0.00378
F 0.99184 0.29493 -0.00850
H -0.82172 0.21922 0.01228
```

Want to see where the charge sits? The natural (NBO) charges in e are: atom 1 (O): -0.301, atom 2 (F): -0.159, atom 3 (H): 0.460

---

Entry 2:
This record from OMol25 describes a molecular structure, C16H42O20P4Pb at a distorted geometry. The level of theory is wB97M-V/def2-TZVPD.

Values from the calculation:
LUMO level = 0.396 eV
Gap between HOMO and LUMO = 8.251 eV
2S+1 = 1
Relative energy (zero: lowest compared OMol25 entry of this formula, charge and spin) = 6.48 kcal per mole
E_tot = -100637.773 eV
E_HOMO = -0.289 Eh

Geometry as XYZ:
```
83
C16H42O20P4Pb (wB97M-V/def2-TZVPD)
Pb -0.35127 0.72850 0.99206
C -2.70684 4.53257 0.08944
C -1.97974 3.21926 0.40337
O -2.64735 2.20588 0.76249
O -0.71601 3.16251 0.35135
H -2.59237 4.77637 -0.96551
H -2.18209 5.30455 0.65470
H -3.73521 4.49397 0.43337
C 1.08961 -0.10431 5.20344
C 0.48164 0.25043 3.85737
O 1.01009 1.17064 3.18361
O -0.55458 -0.36017 3.48642
H 1.63621 0.71697 5.67567
H 1.80817 -0.92313 5.14381
H 0.34477 -0.31916 5.97177
C -1.30164 -2.33208 -2.54573
O -1.39853 -1.24596 -3.49126
P -1.28958 0.23264 -2.93189
O -1.18332 0.31854 -1.47965
O -0.01766 0.79603 -3.72289
C 0.03859 0.71040 -5.15586
O -2.54667 0.96923 -3.57213
C -2.76608 2.34988 -3.25035
H -0.86157 -3.20022 -3.03843
H -2.30216 -2.54280 -2.17994
H -0.57148 -2.12807 -1.76326
H -0.63996 1.46056 -5.56739
H -0.29414 -0.29131 -5.42768
H 1.04056 0.91202 -5.52229
H -3.70808 2.63735 -3.71430
H -1.93269 2.94934 -3.61808
H -2.92401 2.44489 -2.17234
C -2.56475 -3.55439 2.42444
O -3.77145 -2.81362 2.19580
P -3.66970 -1.41516 1.47854
O -2.30951 -0.97518 1.11853
O -4.61850 -1.56309 0.20020
C -4.78661 -0.35765 -0.57273
O -4.48450 -0.44002 2.47631
C -3.73150 0.16706 3.52647
H -1.62441 -3.08174 2.14443
H -2.62220 -4.51410 1.91261
H -2.49082 -3.71866 3.49965
H -4.24990 0.50770 -0.18194
H -5.84892 -0.11932 -0.63088
H -4.46176 -0.59943 -1.58533
H -2.88200 0.71234 3.12538
H -3.45457 -0.47373 4.36936
H -4.44669 0.83268 4.02075
C 3.97614 2.58821 1.58954
O 3.88694 3.19797 0.31541
P 2.80235 2.66525 -0.74113
O 1.75705 1.75753 -0.24151
O 3.73228 1.99716 -1.88733
C 5.03330 1.51039 -1.62642
O 2.34717 4.01811 -1.43245
C 1.49869 3.87739 -2.59070
H 3.54449 3.15232 2.42033
H 5.02072 2.63174 1.92899
H 3.66834 1.54556 1.58838
H 5.42096 0.93818 -2.47355
H 5.10076 0.80326 -0.80050
H 5.69856 2.36847 -1.53740
H 1.95705 3.31098 -3.39966
H 1.38953 4.89295 -2.96501
H 0.53648 3.47288 -2.28815
C 3.49758 -2.34235 -1.42855
O 3.21757 -3.01531 -0.16645
P 1.77702 -2.76195 0.47421
O 1.33619 -1.35454 0.45904
O 1.84544 -3.45471 1.90050
C 2.36915 -2.83253 3.09231
O 0.83367 -3.84572 -0.28300
C 1.17382 -5.22286 -0.12357
H 4.01303 -3.02279 -2.10169
H 4.27188 -1.63686 -1.12791
H 2.63285 -1.82711 -1.83427
H 3.01103 -1.97647 2.86167
H 3.05850 -3.59088 3.46023
H 1.56923 -2.46885 3.72862
H 0.32528 -5.81708 0.21290
H 2.02180 -5.44295 0.51821
H 1.44630 -5.60441 -1.11262
```

Want to see where the charge sits? The Mulliken charges in e are: atom 1 (Pb): 1.788, atom 2 (C): -1.289, atom 3 (C): 0.729, atom 4 (O): -0.659, atom 5 (O): -0.798, atom 6 (H): 0.273, atom 7 (H): 0.403, atom 8 (H): 0.275, atom 9 (C): -1.241, atom 10 (C): 0.687, atom 11 (O): -0.761, atom 12 (O): -0.619, atom 13 (H): 0.352, atom 14 (H): 0.216, atom 15 (H): 0.323, atom 16 (C): -0.516, atom 17 (O): -0.388, atom 18 (P): -0.906, atom 19 (O): 1.423, atom 20 (O): 0.179, atom 21 (C): -0.927, atom 22 (O): -0.379, atom 23 (C): -0.403, atom 24 (H): 0.298, atom 25 (H): 0.296, atom 26 (H): 0.074, atom 27 (H): 0.284, atom 28 (H): 0.353, atom 29 (H): 0.190, atom 30 (H): 0.345, atom 31 (H): 0.246, atom 32 (H): -0.043, atom 33 (C): -0.428, atom 34 (O): -0.347, atom 35 (P): -0.282, atom 36 (O): 0.982, atom 37 (O): -0.419, atom 38 (C): -0.360, atom 39 (O): -0.335, atom 40 (C): -0.309, atom 41 (H): -0.001, atom 42 (H): 0.283, atom 43 (H): 0.291, atom 44 (H): 0.043, atom 45 (H): 0.354, atom 46 (H): 0.172, atom 47 (H): 0.023, atom 48 (H): 0.260, atom 49 (H): 0.319, atom 50 (C): -0.592, atom 51 (O): -0.410, atom 52 (P): -0.377, atom 53 (O): 1.071, atom 54 (O): -0.260, atom 55 (C): -0.687, atom 56 (O): -0.428, atom 57 (C): -0.523, atom 58 (H): 0.297, atom 59 (H): 0.319, atom 60 (H): 0.141, atom 61 (H): 0.271, atom 62 (H): 0.235, atom 63 (H): 0.289, atom 64 (H): 0.269, atom 65 (H): 0.328, atom 66 (H): 0.059, atom 67 (C): -0.551, atom 68 (O): -0.288, atom 69 (P): -0.399, atom 70 (O): 0.981, atom 71 (O): -0.354, atom 72 (C): -0.712, atom 73 (O): -0.285, atom 74 (C): -0.914, atom 75 (H): 0.332, atom 76 (H): 0.148, atom 77 (H): 0.262, atom 78 (H): 0.295, atom 79 (H): 0.374, atom 80 (H): 0.158, atom 81 (H): 0.265, atom 82 (H): 0.354, atom 83 (H): 0.279

---

Entry 3:
This record from OMol25 describes 3 unconnected molecules or ions with the total composition H6O3. The level of theory is wB97M-V/def2-TZVPD.

Values from the calculation:
LUMO level = 0.532 eV
Gap between HOMO and LUMO = 11.612 eV
2S+1 = 1
Structure (SMILES) = O.O.O
Relative energy (zero: lowest compared OMol25 entry of this formula, charge and spin) = 8.20 kcal per mole
E_tot = -6239.898 eV
E_HOMO = -0.407 Eh

Geometry as XYZ:
```
9
H6O3 (wB97M-V/def2-TZVPD)
O 1.02113 -0.84788 -0.49844
H 0.12461 -1.07169 -0.19840
H 1.13435 -1.33733 -1.31946
O 1.22891 1.77694 1.00490
H 0.78241 1.07165 0.51640
H 1.67498 1.31471 1.72198
O -1.94528 -0.68959 -0.35968
H -2.01835 -0.20648 -1.19168
H -2.00278 -0.01032 0.32439
```

Want to see where the charge sits? The natural (NBO) charges in e are: atom 1 (O): -0.971, atom 2 (H): 0.490, atom 3 (H): 0.476, atom 4 (O): -0.948, atom 5 (H): 0.479, atom 6 (H): 0.466, atom 7 (O): -0.950, atom 8 (H): 0.480, atom 9 (H): 0.479